Record 1
ORCA calculation (wB97M-V/def2-TZVPD) on a molecular structure, C20H23Cl5O4P2Ta.

Element x y z (Å)
Ta -0.270 0.776 -0.852
Cl 1.450 -4.544 -5.463
C 1.376 -3.326 -4.288
C 0.203 -2.561 -4.172
Cl -1.158 -2.812 -5.159
C 0.195 -1.573 -3.207
Cl -1.196 -0.521 -2.954
C 1.276 -1.331 -2.381
O 1.098 -0.318 -1.468
C 2.426 -2.086 -2.464
Cl 3.724 -1.776 -1.394
C 2.474 -3.091 -3.441
Cl 3.878 -4.029 -3.590
C -2.549 -0.631 1.661
P -1.295 -1.203 0.501
C -2.071 -2.474 -0.512
C 0.095 -1.917 1.384
C 0.133 -3.274 1.691
C 1.192 -3.781 2.436
C 2.205 -2.943 2.877
C 2.178 -1.587 2.570
C 1.126 -1.072 1.821
P 1.063 0.675 1.412
C 2.725 1.253 1.002
C 0.506 1.624 2.842
H -2.915 -1.496 2.219
H -3.379 -0.169 1.126
H -2.125 0.081 2.366
H -2.480 -3.238 0.152
H -1.351 -2.933 -1.189
H -2.894 -2.041 -1.079
H -0.648 -3.947 1.363
H 1.220 -4.836 2.674
H 3.024 -3.343 3.460
H 2.985 -0.954 2.917
H 3.172 0.623 0.234
H 3.331 1.216 1.911
H 2.697 2.291 0.666
H 1.050 1.257 3.715
H -0.562 1.509 3.016
H 0.726 2.681 2.698
C -2.666 4.088 0.703
C -1.584 3.897 -0.326
C -1.266 5.118 -1.156
O -0.339 3.343 0.325
C -1.691 2.623 -1.135
O -2.142 1.533 -0.583
O -0.845 2.384 -2.062
H -2.400 4.930 1.342
H -2.810 3.205 1.321
H -3.606 4.333 0.206
H -0.933 5.918 -0.493
H -2.172 5.470 -1.649
H -0.503 4.926 -1.909
H 0.324 4.052 0.311

Calculated values
Kohn-Sham gap = 5.55 eV
energy = -4116.65242 Ha
energy above the lowest of the compared OMol25 structures with the same formula, charge and spin = 15.56 kcal/mol
E_HOMO = -0.630 Eh
net charge = +3

Results of the natural (NBO) charge analysis, in e, for atoms 1 through 5:
1. Ta 1.9845
2. Cl 0.1843
3. C -0.0630
4. C -0.0798
5. Cl 0.1591

=====

Record 2
ORCA calculation (wB97M-V/def2-TZVPD) on 2 unconnected molecules or ions with the total composition C20H23ClFO5 in a non-equilibrium geometry.

Element x y z (Å)
C 1.471 -3.826 1.845
C 1.942 -3.490 0.440
O 2.091 -4.382 -0.369
O 2.171 -2.191 0.174
C 3.254 -1.962 -0.762
C 3.924 -0.624 -0.485
C 2.948 0.580 -0.483
C 2.512 0.899 0.970
C 1.184 1.704 1.010
C 0.211 1.125 2.082
C -1.004 0.535 1.402
C -0.925 -0.751 0.925
C -2.008 -1.305 0.315
C -3.178 -0.575 0.203
C -3.255 0.699 0.682
F -4.392 1.367 0.539
C -2.152 1.269 1.276
Cl -2.294 2.897 1.827
C -4.340 -1.239 -0.493
O -5.502 -1.106 -0.159
C -3.918 -2.138 -1.627
C -2.798 -2.834 -1.522
C -1.983 -2.690 -0.267
O -1.386 -3.614 0.249
H 2.051 -4.676 2.197
H 0.418 -4.106 1.783
H 1.585 -2.977 2.521
H 2.839 -1.980 -1.771
H 3.985 -2.759 -0.614
H 4.443 -0.640 0.478
H 4.646 -0.472 -1.295
H 3.501 1.439 -0.873
H 2.071 0.423 -1.115
H 3.332 1.431 1.468
H 2.416 -0.058 1.494
H 0.754 1.734 0.011
H 1.405 2.731 1.295
H -0.117 1.937 2.727
H 0.697 0.314 2.628
H -0.013 -1.328 1.012
H -4.516 -2.191 -2.530
H -2.468 -3.463 -2.342
C -1.841 4.939 -1.841
C -0.530 4.116 -1.853
O -0.102 3.887 -0.599
H -1.692 5.910 -1.361
H -2.194 5.128 -2.871
H -2.637 4.407 -1.313
H 0.162 4.690 -2.526
H -0.767 3.212 -2.480

Calculated values
Kohn-Sham gap = 4.16 eV
energy = -1712.13802 Ha
E_HOMO = -0.101 Eh
net charge = -1

Results of the natural (NBO) charge analysis, in e, for atoms 1 through 5:
1. C -0.7299
2. C 0.8127
3. O -0.6057
4. O -0.5347
5. C -0.0604

=====

Record 3
ORCA calculation (wB97M-V/def2-TZVPD) on a single C20H23ClN2O5 molecule.

Element x y z (Å)
C -5.820 -0.962 0.613
C -5.227 0.373 1.042
O -3.924 0.560 0.484
C -3.852 1.031 -0.746
O -4.789 1.318 -1.444
C -2.402 1.135 -1.216
O -1.595 1.575 -0.150
C -0.257 1.560 -0.307
C 0.398 1.172 -1.423
O 1.746 1.167 -1.545
C 2.493 1.571 -0.507
C 3.983 1.533 -0.787
N 4.704 0.331 -0.422
C 4.684 -0.033 0.986
C 3.788 -1.262 1.244
N 2.707 -1.280 0.291
C 1.381 -1.345 0.641
C 0.919 -0.819 1.856
C -0.424 -0.825 2.167
C -1.363 -1.343 1.291
C -0.906 -1.869 0.098
Cl -2.049 -2.534 -1.033
C 0.434 -1.887 -0.237
C 3.156 -1.533 -1.059
C 4.515 -0.823 -1.268
C 1.943 2.000 0.648
C 0.509 2.036 0.872
O -0.010 2.430 1.898
H -6.778 -1.111 1.103
H -5.153 -1.777 0.882
H -5.970 -0.972 -0.464
H -5.874 1.196 0.722
H -5.079 0.413 2.123
H -2.358 1.826 -2.067
H -2.102 0.132 -1.551
H -0.074 0.828 -2.330
H 4.129 1.683 -1.860
H 4.451 2.364 -0.253
H 5.711 -0.263 1.296
H 4.335 0.819 1.567
H 3.405 -1.252 2.261
H 4.379 -2.181 1.121
H 1.607 -0.372 2.554
H -0.751 -0.390 3.099
H -2.413 -1.320 1.521
H 0.732 -2.334 -1.171
H 2.422 -1.129 -1.757
H 3.269 -2.611 -1.257
H 5.334 -1.512 -1.042
H 4.613 -0.518 -2.311
H 2.566 2.353 1.453

Calculated values
Kohn-Sham gap = 8.41 eV
energy = -1721.78883 Ha
energy above the lowest of the compared OMol25 structures with the same formula, charge and spin = 69.75 kcal/mol
SMILES = CCOC(=O)COc1coc(CN2CCN(c3cccc(Cl)c3)CC2)cc1=O
E_HOMO = -0.288 Eh

Results of the natural (NBO) charge analysis, in e, for atoms 1 through 5:
1. C -0.6350
2. C -0.0754
3. O -0.4904
4. C 0.7852
5. O -0.5939